ORCA calculation (ωB97M-V/def2-TZVPD) on a molecular structure, C41H36BrGe2N2O2S4SbTi.

XYZ file:
```
90
Properties=species:S:1:pos:R:3:forces:R:3
Ti 0.3490 0.4451 0.0095 -0.549 0.037 0.141
S -0.5911 4.8820 1.7497 -0.019 -0.039 -0.012
C 0.4321 4.2062 2.9726 -0.011 -0.016 -0.060
C 0.8001 4.7543 4.1948 0.050 -0.013 0.049
C 1.6383 4.0189 5.0143 -0.034 0.024 -0.040
C 2.0976 2.7619 4.6103 0.000 0.026 0.016
C 1.7323 2.2195 3.3934 0.030 -0.091 -0.039
C 0.8852 2.9444 2.5572 -0.040 0.119 0.124
N 0.4179 2.5468 1.3158 0.027 -0.014 -0.232
C -0.3506 3.4397 0.7835 0.049 0.073 0.065
C -0.9623 3.2594 -0.5266 0.033 -0.089 -0.011
C -1.6194 4.3075 -1.1718 0.008 0.046 0.031
C -2.0863 4.1327 -2.4603 -0.008 -0.014 -0.024
C -1.8762 2.9095 -3.0916 0.006 -0.002 0.026
C -1.2431 1.8746 -2.4192 -0.011 -0.010 -0.028
C -0.7802 1.9962 -1.1040 0.039 0.052 0.004
H 0.4398 5.7300 4.4961 -0.002 0.000 0.001
H 1.9382 4.4228 5.9737 0.003 -0.005 0.004
H 2.7524 2.2005 5.2650 0.001 -0.016 -0.010
H 2.0888 1.2533 3.0598 0.006 0.016 0.014
H -1.7378 5.2679 -0.6785 -0.005 0.002 -0.011
H -2.5933 4.9409 -2.9748 -0.001 0.000 0.000
H -2.2289 2.7555 -4.1061 -0.001 0.007 -0.001
H -1.1314 0.9269 -2.9332 -0.003 -0.011 0.006
S 0.2404 -3.6505 2.0119 -0.018 -0.012 -0.021
Sb 0.4252 -1.4600 2.6756 0.014 0.068 -0.041
S -1.3189 0.0422 1.5948 0.152 -0.092 0.003
S 2.1397 -0.5051 1.1949 0.055 -0.095 0.088
C -3.8224 -4.2223 -2.9955 0.014 -0.016 -0.052
Ge -1.9516 -3.6009 -2.8088 -0.062 0.028 0.011
C -0.9503 -5.2368 -2.3333 0.024 -0.016 0.012
C -1.3487 -3.1005 -4.6168 0.015 -0.020 -0.013
Ge -1.9913 -1.7930 -1.1376 0.134 0.071 -0.065
C -2.9475 -2.7132 0.3330 0.166 0.013 -0.014
C -3.9839 -2.1078 1.0402 -0.024 -0.055 0.004
C -4.7485 -2.8300 1.9479 -0.002 0.099 -0.039
C -4.4912 -4.1761 2.1606 -0.009 -0.037 0.024
C -3.4660 -4.7936 1.4623 0.024 -0.045 -0.001
C -2.7035 -4.0666 0.5586 -0.038 0.073 0.007
C -3.2994 -0.4457 -1.7809 0.035 -0.018 0.086
C -3.8381 -0.5447 -3.0617 0.022 0.026 0.014
C -4.7603 0.3832 -3.5360 0.012 -0.029 -0.015
C -5.1675 1.4296 -2.7245 -0.019 0.020 0.002
C -4.6424 1.5464 -1.4445 0.005 -0.010 0.020
C -3.7170 0.6232 -0.9817 -0.019 0.018 -0.055
H -3.8518 -5.0507 -3.7092 -0.024 0.001 0.007
H -4.4832 -3.4306 -3.3493 -0.019 -0.006 0.001
H -4.1963 -4.5748 -2.0331 0.008 0.006 0.014
H -0.3194 -5.5218 -3.1777 0.007 -0.005 0.007
H -1.6499 -6.0488 -2.1236 -0.011 0.010 -0.001
H -0.3080 -5.0944 -1.4664 -0.007 -0.013 -0.007
H -1.6869 -3.8536 -5.3344 -0.007 -0.002 0.014
H -0.2595 -3.0594 -4.6354 0.006 0.019 -0.001
H -1.7311 -2.1268 -4.9252 0.017 0.004 -0.007
H -4.1986 -1.0588 0.8938 0.007 0.008 0.014
H -5.5415 -2.3317 2.4943 0.001 -0.010 0.004
H -5.0803 -4.7369 2.8778 0.002 -0.007 -0.006
H -3.2359 -5.8379 1.6381 -0.001 0.004 0.000
H -1.8880 -4.5592 0.0477 0.007 -0.005 0.019
H -3.5271 -1.3506 -3.7157 -0.009 -0.002 -0.022
H -5.1540 0.2863 -4.5419 -0.002 0.003 0.002
H -5.8799 2.1602 -3.0911 0.004 0.001 -0.002
H -4.9311 2.3773 -0.8113 0.000 -0.001 0.000
H -3.2796 0.7580 0.0001 -0.007 -0.005 0.008
Br 5.8543 -0.9198 -4.0012 -0.013 0.006 0.009
C 4.9897 0.7621 -3.7612 0.016 0.003 -0.025
C 5.3864 1.8220 -4.5603 -0.014 0.005 0.009
C 4.7771 3.0563 -4.3784 0.010 0.006 -0.009
C 3.8007 3.2170 -3.4078 0.010 0.005 -0.007
C 3.4049 2.1396 -2.6261 0.000 -0.020 -0.030
C 3.9990 0.8937 -2.8045 -0.008 -0.011 0.009
C 2.3405 2.3482 -1.5598 0.075 0.030 0.085
O 2.1108 3.4907 -1.1841 -0.052 -0.013 -0.023
O 1.8131 1.2599 -1.1470 0.001 -0.042 -0.020
H 6.1579 1.6827 -5.3055 0.003 -0.002 0.000
H 5.0764 3.8940 -4.9973 -0.001 0.002 0.002
H 3.3271 4.1732 -3.2291 -0.005 -0.001 0.003
H 3.6773 0.0582 -2.1964 0.008 0.003 0.010
N -0.2746 -1.0305 -1.0905 -0.063 -0.013 -0.007
C 0.6827 -1.6406 -1.9394 0.095 -0.060 -0.110
C 1.2674 -2.8595 -1.5852 -0.069 0.001 0.131
C 2.1929 -3.4708 -2.4144 0.063 -0.003 -0.107
C 2.5810 -2.8722 -3.6085 -0.048 0.041 0.065
C 2.0324 -1.6432 -3.9539 0.039 -0.060 -0.026
C 1.0934 -1.0382 -3.1326 -0.086 0.071 0.025
H 0.9979 -3.2900 -0.6240 0.020 -0.002 -0.011
H 2.6311 -4.4167 -2.1160 -0.008 0.000 0.017
H 3.3215 -3.3396 -4.2460 0.001 -0.005 -0.004
H 2.3450 -1.1467 -4.8664 -0.009 0.002 0.007
H 0.6795 -0.0729 -3.3950 0.019 0.003 -0.007
```
Positions in Å, forces in eV/Å.

Computed properties:
Charge   -2
Energy relative to the best compared isomer or geometry (same formula, charge and spin)   14.69 kJ/mol
DFT total energy   -306253.562 eV
Kohn-Sham gap   5.7 eV
F_max   0.568 eV Å⁻¹

How positive or negative is each atom? The Löwdin charges in e answer that: number 1, Ti, carries 0.3467; number 2, S, carries 1.0873; number 3, C, carries -0.4692; number 4, C, carries -0.1164; number 5, C, carries -0.1174; number 6, C, carries -0.0906; number 7, C, carries -0.0243; number 8, C, carries -0.2765; number 9, N, carries 0.0321; number 10, C, carries -0.5216; number 11, C, carries -0.2613; number 12, C, carries -0.0708; number 13, C, carries -0.1075; number 14, C, carries -0.0956; number 15, C, carries -0.1181; number 16, C, carries -0.1455; number 17, H, carries 0.0947; number 18, H, carries 0.0880; number 19, H, carries 0.0961; number 20, H, carries 0.0160; number 21, H, carries 0.0785; number 22, H, carries 0.0870; number 23, H, carries 0.0954; number 24, H, carries 0.0755; number 25, S, carries -0.3039; number 26, Sb, carries 0.2719; number 27, S, carries 0.0297; number 28, S, carries -0.0220; number 29, C, carries -0.2542; number 30, Ge, carries 0.7499; number 31, C, carries -0.2501; number 32, C, carries -0.2434; number 33, Ge, carries 0.8500; number 34, C, carries -0.3263; number 35, C, carries -0.1297; number 36, C, carries -0.1006; number 37, C, carries -0.1148; number 38, C, carries -0.1038; number 39, C, carries -0.1982; number 40, C, carries -0.2782; number 41, C, carries -0.1285; number 42, C, carries -0.1042; number 43, C, carries -0.1144; number 44, C, carries -0.0887; number 45, C, carries -0.1367; number 46, H, carries 0.0066; number 47, H, carries -0.0023; number 48, H, carries 0.0070; number 49, H, carries 0.0126; number 50, H, carries 0.0111; number 51, H, carries -0.0040; number 52, H, carries 0.0099; number 53, H, carries -0.0049; number 54, H, carries 0.0039; number 55, H, carries 0.0710; number 56, H, carries 0.0903; number 57, H, carries 0.0870; number 58, H, carries 0.0958; number 59, H, carries 0.0471; number 60, H, carries 0.0552; number 61, H, carries 0.0905; number 62, H, carries 0.0898; number 63, H, carries 0.1010; number 64, H, carries 0.0358; number 65, Br, carries 0.6999; number 66, C, carries -0.6679; number 67, C, carries -0.1569; number 68, C, carries -0.0930; number 69, C, carries -0.0260; number 70, C, carries -0.1014; number 71, C, carries -0.0573; number 72, C, carries -0.5684; number 73, O, carries 0.0585; number 74, O, carries -0.2051; number 75, H, carries 0.0852; number 76, H, carries 0.0933; number 77, H, carries 0.1123; number 78, H, carries 0.1159; number 79, N, carries -0.2866; number 80, C, carries -0.4278; number 81, C, carries -0.0813; number 82, C, carries -0.0876; number 83, C, carries -0.1332; number 84, C, carries -0.1287; number 85, C, carries -0.0575; number 86, H, carries 0.0408; number 87, H, carries 0.1007; number 88, H, carries 0.0810; number 89, H, carries 0.0999; number 90, H, carries 0.1013